Record 1
Computed, not measured: a molecular structure, C52H54Ge2IOP2Pt in a non-equilibrium geometry, with the ωB97M-V functional and the def2-TZVPD basis.

Output
HOMO-LUMO gap (spin up / spin down) = 5.52 / 5.54 eV
ΔE to the lowest compared entry with this formula, charge and spin = 32.3 kcal per mole
LUMO (spin up / spin down) = -4.13 / -4.10 eV
Total charge = +1

Structure (XYZ):
```
113
Properties=species:S:1:pos:R:3:forces:R:3
C -3.777304 -2.398912 3.067204 -0.02 -0.11 0.09
H 1.114496 -1.096812 4.483504 -0.12 0.00 0.05
H 6.222596 -2.637112 -1.477596 0.10 0.02 0.01
H 1.206096 -3.369112 1.875204 -0.06 0.19 -0.12
C -2.383804 5.453788 0.267504 0.03 -0.08 -0.07
C 1.852096 2.313088 0.664604 0.03 -0.06 -0.14
P 0.016796 1.834388 -1.287596 1.06 0.44 0.60
C -5.116804 -1.527012 0.797504 0.06 -0.09 0.10
C 3.340396 -1.470812 1.268904 -0.10 -0.22 -0.87
H -0.692804 -2.720712 4.179204 -0.09 0.01 0.13
H 3.142396 2.777388 2.304804 0.00 -0.01 0.13
C -3.074204 -1.857512 2.005704 0.07 0.13 -0.19
H 0.502496 4.156388 -5.653096 -0.02 0.10 -0.01
C 0.452596 3.214088 -5.128796 0.02 0.08 -0.07
H 4.831096 3.866388 0.886904 0.14 0.01 0.01
H 5.849296 0.019688 5.226804 0.06 0.04 0.02
H 1.076496 1.867588 1.275704 0.01 0.02 0.07
C 3.789496 3.460388 -0.941296 0.15 0.06 0.09
C 2.150396 -0.841212 4.640404 0.16 0.00 -0.13
H -3.256104 -2.740412 3.949304 0.08 0.00 0.07
H -2.250904 -1.100412 -3.367196 0.00 0.09 -0.09
H 4.943996 1.066888 -2.489796 0.06 0.06 0.05
H -5.708104 -2.963712 3.804104 -0.04 -0.01 0.05
H 0.029096 4.114488 -3.234496 -0.02 0.10 0.04
C 2.998196 2.827088 1.235904 -0.05 0.06 0.11
C -2.243704 3.156688 -0.385996 0.42 0.44 -0.05
H 3.970296 -4.414812 -0.412196 -0.16 0.05 -0.03
C 2.621496 -0.672512 5.928404 -0.03 0.01 0.15
H 0.416496 1.070488 4.802004 0.05 0.06 0.02
H 4.353996 -1.714712 1.581204 0.08 -0.01 0.16
H 0.723996 4.720988 -0.841196 0.06 0.00 0.02
C 0.668096 2.033588 -5.823096 -0.03 -0.11 -0.01
C 3.954996 3.428988 0.433904 0.12 0.00 -0.05
C 4.838596 0.279988 -1.742196 0.10 -0.14 0.08
C -2.549704 -2.091612 -3.050796 0.03 -0.05 0.19
H -3.998004 4.048588 0.459404 -0.08 -0.02 0.00
H -6.720004 0.265188 -3.422596 -0.06 -0.03 -0.11
H -2.453204 -2.927612 -5.013096 0.04 0.04 -0.14
C 0.596096 0.816388 -5.164696 0.02 0.00 -0.13
H -5.140204 -1.330012 -2.417096 -0.01 -0.05 0.02
Ge 3.222196 -1.966412 -0.642996 0.30 0.29 -0.59
C -3.730904 -1.429612 0.859104 0.01 0.08 -0.17
C -4.638704 2.475488 -1.925896 0.18 0.20 0.15
C 4.327396 -3.600912 -1.046196 -0.46 0.47 0.23
C 2.999196 -0.710712 3.543504 0.04 0.16 0.44
H -6.885804 -2.174912 1.781604 -0.18 0.00 0.04
H 4.877196 0.735388 -0.753096 0.05 0.09 0.02
H 5.690996 -0.390412 -1.844096 0.11 0.03 0.00
C -1.060704 5.635688 -0.103896 0.05 0.11 0.00
H 0.978296 -3.290912 4.246604 -0.01 -0.02 0.16
C -0.316904 4.575088 -0.590296 -0.11 0.00 0.03
H -2.003104 -1.758412 2.054304 0.09 -0.06 0.04
H -1.258904 -0.245112 3.687704 -0.02 -0.23 -0.07
H -3.438204 -3.786712 -0.250996 -0.05 -0.02 0.08
C 0.052896 -3.338612 3.679704 0.02 0.18 -0.02
C 4.808896 -0.222812 5.067004 0.08 0.03 0.02
C 0.281796 -2.912212 2.238304 -0.25 0.53 -0.68
Ge 0.507396 -0.887812 1.851604 -0.14 -0.55 0.82
C -5.814804 -2.079812 1.854604 -0.19 -0.02 -0.01
H 6.012896 -3.106912 0.213704 0.15 0.03 0.06
Pt -0.424604 -0.341512 -0.404296 0.06 -0.54 -0.66
C -2.979604 4.210688 0.137704 -0.08 -0.27 0.03
H -1.318804 0.832888 2.312104 0.01 -0.12 0.00
C 2.646796 2.931388 -1.518596 -0.15 -0.03 0.09
C 0.144396 1.972188 -3.099596 -0.19 -0.32 0.20
H 0.878696 2.060288 -6.881196 0.03 0.02 -0.10
H 4.320096 -0.230312 7.153804 0.04 0.00 0.09
H 0.751196 -0.107312 -5.704196 -0.01 -0.04 -0.03
C 0.040196 1.459888 3.859904 0.20 -0.01 -0.01
H -5.648904 -1.189012 -0.077296 -0.09 0.00 -0.01
H -3.626804 -5.599512 -1.899196 -0.03 -0.13 0.02
O -2.726104 1.876788 -0.498996 -0.45 0.56 0.26
C -5.015304 -0.269012 -2.253496 0.07 0.17 0.06
P -2.779004 -0.885212 -0.602396 -0.16 -0.78 0.53
H -0.301104 -4.368112 3.692104 -0.02 -0.07 0.11
H -4.479504 3.539988 -1.840096 0.01 0.02 0.02
C -3.067104 -4.372012 -3.560096 0.01 -0.11 0.03
C 5.817696 -3.401212 -0.816296 -0.01 0.12 0.03
H 2.698796 0.249088 -1.883396 -0.05 -0.28 0.11
H 4.555196 3.897288 -1.566696 0.03 0.05 -0.04
H -0.598504 6.604288 0.006304 0.04 0.10 0.00
C -2.664404 -3.111412 -3.971696 0.05 -0.04 -0.13
H 2.524696 2.962588 -2.590196 -0.03 0.02 -0.14
H 6.353296 -4.330212 -1.005096 0.09 -0.01 0.00
C 4.336496 -0.385512 3.779704 -0.02 0.03 -0.03
H 0.880496 1.903688 3.331804 0.12 0.13 0.05
C 0.327196 0.788488 -3.808596 -0.04 -0.07 0.17
C -3.325604 -4.615512 -2.222196 0.02 -0.16 -0.07
H 3.496896 -0.894412 -2.955496 -0.08 -0.13 0.11
C -3.799104 1.573688 -1.287196 -0.27 -0.42 -0.40
H -0.520204 -3.305412 1.614004 -0.05 0.10 -0.11
C -5.691504 1.991388 -2.686296 0.08 -0.08 0.03
C 1.658996 2.379088 -0.711996 0.06 0.05 -0.11
H 0.263096 -0.158612 -3.284696 0.08 -0.06 0.00
I 0.875396 -2.733412 -1.479296 -0.21 0.44 0.68
C 3.953596 -0.365512 6.147904 -0.04 0.00 0.04
C 0.188296 3.190988 -3.770896 -0.04 -0.06 0.09
H -6.358404 2.687088 -3.172596 -0.04 0.08 -0.02
C 2.510196 -0.957012 2.183404 -0.49 0.16 -1.08
C -0.639804 0.374888 3.040504 0.36 -0.40 -0.89
H -3.176004 -5.164712 -4.282696 0.00 -0.11 -0.09
C -5.888604 0.629388 -2.840196 -0.12 -0.06 -0.08
H -0.665604 2.258088 4.083804 -0.06 0.05 0.03
C 3.527996 -0.460912 -1.951096 -0.16 -0.44 0.35
C -3.218004 -3.597112 -1.291696 0.02 0.22 0.02
H 5.010496 -0.253612 2.946104 0.04 0.06 -0.07
H 1.943796 -0.777512 6.763204 -0.03 -0.03 0.08
C -5.153404 -2.524012 2.988304 0.02 0.02 -0.02
H 4.138696 -3.889612 -2.083396 -0.14 0.11 0.07
C -3.973004 0.197688 -1.460396 0.48 0.28 0.17
H -2.953304 6.279588 0.667004 -0.04 0.04 0.04
C -2.855504 -2.323412 -1.709096 -0.06 0.07 0.00
C -0.903304 3.322888 -0.742696 -0.46 -0.47 -0.02
```
Forces are in eV/Å.


Record 2
Computed, not measured: a molecular structure, C52H54HgO3P2S3 in a non-equilibrium geometry, with the ωB97M-V functional and the def2-TZVPD basis.

Output
HOMO-LUMO gap (spin up / spin down) = 5.00 / 3.34 eV
LUMO (spin up / spin down) = 1.91 / 0.25 eV
Total charge = -1
⟨S²⟩ = 0.75
2S+1 = 2

Structure (XYZ):
```
115
Properties=species:S:1:pos:R:3:forces:R:3
C -6.825540 -21.948750 -0.338967 -1.67 -0.40 1.37
H -0.874637 -21.364082 -5.017799 0.27 -0.17 -0.20
O -5.860698 -20.295078 -1.875918 -0.17 1.41 1.44
S -7.986526 -18.713932 -0.233700 -0.57 0.38 1.29
C 0.692073 -23.928476 0.319777 -0.25 -0.05 -0.54
C -6.550371 -26.734227 -2.159378 -0.78 -0.71 -0.64
C -5.693256 -19.248565 2.879768 -0.17 -1.30 -1.23
H -1.331145 -21.638221 -3.337268 0.79 0.63 -0.56
H 1.346308 -24.311099 -4.590406 -1.03 1.02 -0.15
C -7.091713 -21.090174 -7.161484 2.13 -1.46 -0.48
H -7.223604 -24.436507 0.705675 0.31 0.16 0.27
H -7.478060 -21.554963 2.943879 -0.03 0.53 0.11
H -6.310667 -22.166352 -8.879211 -0.23 -0.11 0.31
H -4.845372 -19.653666 3.417049 0.75 0.24 0.01
O -1.692525 -23.514112 -2.381306 0.86 -0.23 -0.08
H -8.241058 -25.327256 -0.321250 -0.16 0.15 -0.51
C -5.766192 -18.787930 -1.594698 -0.49 -2.25 0.72
O -6.307090 -19.961733 -7.462681 0.34 1.26 0.30
H -6.460769 -19.236951 3.650549 -0.27 0.63 -0.05
C 0.516199 -23.530710 -4.708699 1.63 -1.10 -0.98
H -7.393738 -27.909039 -5.811867 -0.11 0.41 0.01
C -5.563514 -19.965791 0.480843 0.58 -1.44 -0.22
C -0.467488 -21.365062 -4.003989 -1.04 -0.64 0.74
H -6.968716 -25.955115 2.399671 0.51 -0.46 -1.18
H -8.495018 -16.263649 -4.921186 -0.23 1.15 -0.92
C -4.415507 -18.348420 -1.975552 1.10 0.72 0.54
H -5.262347 -26.717547 -5.303445 0.13 -0.12 0.08
C -0.407932 -24.173399 -0.494676 0.01 -0.77 -1.01
H -5.452487 -16.602154 0.581804 -0.50 -0.27 -0.14
H -2.144532 -26.330144 1.474448 -0.34 -0.78 0.34
H -12.017165 -23.773516 -1.291609 -0.74 -0.08 0.65
C -7.268395 -28.648230 0.210330 -0.62 0.06 1.39
H -2.759053 -26.666219 -1.066376 -0.94 -0.57 0.13
H -8.609878 -27.418315 -1.744700 0.27 0.39 -0.20
S -4.023096 -18.400501 -3.667666 1.95 1.31 1.10
C -5.402614 -17.921867 2.180621 -0.33 0.98 1.44
H -4.484907 -19.791935 0.581295 -0.14 0.32 0.17
C -7.147891 -26.941369 1.924321 0.12 0.06 -0.75
C -8.205977 -29.053475 2.444520 -0.29 0.68 -0.45
C -5.734981 -17.600664 0.924922 0.92 -0.12 -0.20
C -7.280304 -24.813358 -0.305449 0.12 0.18 -0.11
H -8.262868 -19.825393 -2.481534 0.45 0.31 -0.88
C -1.515818 -25.153508 -0.184173 -0.24 0.38 0.81
C -11.192841 -23.374826 -1.823227 1.94 0.46 0.97
C 1.575830 -22.933548 -0.078587 0.98 0.50 -0.01
C -5.978578 -26.928145 -4.519095 0.20 -0.22 -0.05
C -0.549207 -23.517869 -1.774525 0.24 0.67 0.30
C 1.606937 -22.440304 -1.391263 0.35 0.22 0.55
Hg -3.936928 -23.684824 -4.188323 0.14 0.14 0.02
H -9.021531 -28.210554 -4.015689 -0.05 0.19 0.24
C -7.974359 -29.442876 1.137425 0.26 -0.55 0.31
C -7.790392 -27.764946 2.808673 0.09 -0.69 0.88
C -10.287809 -22.533227 -3.878491 -0.11 0.95 0.54
H -0.410701 -23.992579 -4.459815 -0.85 -0.68 -0.13
H -2.016548 -16.997507 -4.132599 0.20 0.00 -0.33
H -8.540197 -22.388585 0.990368 1.13 -0.26 -0.50
H -12.355757 -22.752850 -3.487607 -1.06 -0.13 -0.35
C -7.196887 -27.482878 -4.832327 0.15 -0.47 0.69
H -8.812646 -29.675442 3.105890 0.44 0.12 -0.08
H -3.356157 -17.694412 -0.113289 -0.70 0.08 -0.81
C -6.189672 -18.683462 -0.032782 0.38 0.04 -1.36
C -5.624220 -26.682282 -3.182917 0.29 0.77 -0.89
H -10.336154 -22.161289 -4.881842 -0.65 0.10 -0.43
C -3.458429 -17.702071 -1.214128 -0.05 0.35 0.24
C -8.140887 -16.943501 -4.215071 1.67 -1.46 1.27
H -6.457596 -21.720390 -6.518012 -0.66 -0.09 0.33
H -1.006549 -26.947951 -1.333985 -0.95 0.71 0.01
H -0.369369 -26.452527 1.162659 0.05 -0.56 -0.16
P -5.989107 -26.193352 -0.506114 -0.49 0.89 -0.44
H 0.939962 -24.538697 1.206707 -0.52 0.69 -0.29
C -5.672881 -21.027574 -0.622289 0.53 -0.21 0.13
H -4.715650 -21.605288 -0.749017 -0.80 0.44 0.19
C -8.605987 -18.216473 -4.049040 0.29 0.47 1.06
H -1.708451 -16.277879 -1.705587 -0.75 -1.01 0.10
H -8.000394 -20.816981 -6.691905 -1.13 0.17 0.52
H -7.134284 -29.021599 -0.772917 0.29 -0.23 -0.71
C -7.934713 -18.890613 -2.963141 0.50 -0.26 -0.47
C -7.856812 -27.217092 -2.514210 0.92 -0.23 1.04
H -8.164947 -22.203093 -3.929369 -0.21 -0.25 -0.02
C -1.844229 -26.178398 -1.291975 2.47 0.12 -0.20
C -8.785437 -23.045110 -2.066793 -1.59 -0.14 1.45
C 0.645232 -22.839036 -2.276975 -1.90 -0.23 -1.07
H -7.665604 -21.107198 -9.182875 -0.13 -0.12 -0.16
H 1.602515 -21.844273 -3.893654 -0.25 -0.50 -0.06
C -1.247611 -25.821350 1.184038 -0.41 0.43 -1.10
C -8.099914 -27.683467 -3.779146 -0.52 -0.01 -0.93
H -7.986567 -22.654869 -8.406340 0.06 -0.22 0.12
H -4.594616 -26.346794 -3.054259 -0.26 -0.01 0.49
C -7.274510 -21.839091 -8.471296 -0.18 0.83 -0.31
H -5.990092 -19.570004 -6.628381 -0.19 -0.25 -0.54
H -9.369307 -18.665051 -4.680802 -0.07 0.18 0.41
P -7.099305 -23.316444 -1.495263 0.92 -0.99 -0.31
H -4.974544 -17.097089 2.827201 -0.54 -1.07 -0.75
C -2.620837 -17.344154 -3.322098 -1.13 -0.58 -0.52
H 2.232633 -22.503415 0.653099 0.66 -0.13 0.20
H 2.375670 -21.706688 -1.737947 -0.54 -0.72 0.47
C -11.388976 -22.852333 -3.079049 1.20 -0.42 -0.68
H -9.720027 -23.804399 -0.243758 -0.16 0.01 -0.12
C -6.795893 -18.228429 -2.530742 -1.16 0.30 -0.63
C 0.647279 -22.397166 -3.742352 0.68 1.38 0.46
H -8.305778 -30.451363 0.899671 0.07 0.20 -0.46
S -6.654183 -16.652032 -3.257366 -1.82 -0.59 -0.56
H -1.885006 -25.659469 -2.267980 -0.15 -0.34 0.55
H 0.496725 -23.191404 -5.784294 0.03 -0.27 1.03
C -7.066054 -21.248155 1.987245 1.08 1.46 0.87
C -6.857576 -27.372241 0.562741 -0.63 0.62 2.04
C -7.538178 -21.919396 0.844436 0.13 -0.92 -2.51
H -7.864126 -27.414222 3.846094 -0.35 -0.18 -0.43
C -9.025885 -22.539316 -3.347495 1.03 -0.60 0.39
H -0.065388 -20.386445 -3.815422 -0.15 0.66 0.33
H -2.435806 -24.531674 -0.088792 0.34 -0.30 0.06
C -9.886052 -23.400698 -1.234714 -0.62 -0.10 -2.44
C -2.488361 -17.013566 -2.012557 0.48 -0.24 -0.57
H -1.034846 -25.085976 1.930007 -0.04 0.67 0.52
C -6.113084 -20.311058 1.829208 -0.32 1.15 0.89
```
Forces are in eV/Å.